A molecular structure, C37H44CrN2O2PSi, computed with ωB97M-V/def2-TZVPD.

Orbital gap (spin up / spin down)   7.2 / 7.3 eV
Spin multiplicity   2
Energy relative to the best compared isomer or geometry (same formula, charge and spin)   8.9 kcal/mol

```
88
Properties=species:S:1:pos:R:3:forces:R:3
Cr 0.603930 -0.494231 -0.053407 -0.220 0.276 -0.305
C -2.992311 4.084293 5.705977 -0.019 -0.002 0.009
C -3.774305 3.223749 4.948111 -0.053 -0.024 0.012
C -3.253581 2.649529 3.799522 0.084 0.017 -0.016
C -1.940803 2.907948 3.400149 -0.081 -0.203 -0.059
C -1.166155 3.775961 4.164652 -0.090 -0.055 -0.017
C -1.692119 4.358031 5.310166 0.081 0.061 0.033
P -1.364188 2.001107 1.902018 0.170 0.164 0.248
C 0.110317 3.018779 1.499926 -0.215 -0.102 0.000
C 1.354956 2.890330 2.104082 0.016 0.027 -0.124
C 2.384049 3.760754 1.771354 0.076 -0.034 0.063
C 2.171091 4.779235 0.853703 -0.015 0.016 0.013
C 0.925473 4.921435 0.255045 0.041 0.028 -0.010
C -0.095827 4.040528 0.573064 0.062 -0.054 -0.054
C -0.729666 0.425319 2.629655 -0.094 -0.120 -0.302
C -0.955245 0.124304 3.974330 0.213 0.002 -0.080
C -0.725560 -1.150601 4.468512 -0.053 -0.046 0.101
C -0.296436 -2.153493 3.616470 0.077 -0.017 0.146
C -0.050884 -1.855368 2.287640 0.040 0.038 -0.283
C -0.244407 -0.577292 1.751162 -0.581 0.287 0.253
H -3.397138 4.542855 6.599295 0.008 -0.014 0.008
H -4.787789 2.996451 5.255023 -0.004 0.029 -0.018
H -3.857305 1.976652 3.200063 -0.040 0.012 0.035
H -0.149455 3.994357 3.867023 0.016 0.022 0.028
H -1.074051 5.021246 5.903295 -0.024 0.023 -0.018
H 1.513932 2.110700 2.834270 0.063 -0.147 0.026
H 3.355878 3.643558 2.236272 -0.016 0.009 0.006
H 2.971629 5.468280 0.613923 0.004 -0.027 -0.031
H 0.754759 5.714422 -0.462554 -0.007 -0.006 0.004
H -1.065640 4.138272 0.097011 0.015 -0.017 -0.018
H -1.304557 0.887169 4.655522 -0.065 0.056 -0.007
H -0.906465 -1.362316 5.515531 -0.005 0.001 -0.008
H -0.149281 -3.158434 3.994112 0.017 -0.013 -0.041
H 0.294850 -2.660279 1.639082 -0.011 -0.030 0.015
C 1.541420 -1.327692 -3.126423 -0.068 0.067 0.014
N 2.061640 -0.605490 -1.962133 0.015 -0.092 0.109
C 3.422260 -1.080000 -1.686734 0.072 0.009 -0.003
C 2.087444 0.844808 -2.258684 -0.121 0.103 0.027
C 0.667299 1.332547 -2.331039 0.114 -0.122 0.041
C 0.175281 2.071493 -3.395937 0.002 0.097 0.007
C -1.168076 2.427206 -3.430293 -0.062 0.015 -0.018
C -2.009469 2.013047 -2.408638 0.011 -0.019 -0.037
C -1.511566 1.238876 -1.363756 0.005 -0.053 0.039
C -0.162019 0.890469 -1.293313 -0.208 0.034 0.033
H 2.214566 -1.221619 -3.987329 0.011 -0.019 0.022
H 0.573635 -0.913562 -3.406412 -0.026 -0.050 0.019
H 1.440215 -2.390697 -2.898671 0.046 0.011 0.000
H 4.067919 -0.941290 -2.564018 -0.038 -0.030 -0.025
H 3.396790 -2.138789 -1.426341 0.006 -0.003 -0.027
H 3.830675 -0.534351 -0.841702 0.010 -0.017 -0.027
H 2.641752 1.042316 -3.187043 0.021 -0.048 0.009
H 2.599981 1.340011 -1.429875 0.060 -0.074 -0.023
H 0.830523 2.370219 -4.207750 0.045 -0.009 0.033
H -1.558837 3.005991 -4.258359 0.026 0.030 0.019
H -3.059134 2.285053 -2.426802 0.001 -0.010 -0.001
H -2.191128 0.908023 -0.587936 -0.036 0.030 0.013
C 4.690196 0.908968 3.976130 -0.156 -0.081 -0.206
Si 4.372955 -0.702161 3.044746 0.227 -0.102 0.429
C 6.043124 -1.346680 2.432763 -0.288 0.078 -0.056
C 3.601295 -1.962495 4.219046 0.101 0.195 -0.159
C 3.179739 -0.397319 1.687646 0.159 0.256 0.157
C 2.235175 -0.145935 0.950483 0.550 -0.287 -0.167
H 5.401682 0.761613 4.790969 0.002 -0.074 0.002
H 3.764670 1.300480 4.404056 -0.009 -0.006 -0.012
H 5.099978 1.673744 3.312489 -0.007 -0.016 -0.021
H 6.784216 -1.280951 3.232136 -0.025 -0.003 0.037
H 6.411713 -0.758991 1.589597 -0.007 0.014 0.006
H 5.987124 -2.390315 2.117570 -0.034 0.007 -0.028
H 4.187033 -2.075859 5.134213 0.054 0.012 -0.028
H 3.519033 -2.943129 3.745730 -0.018 0.010 -0.018
H 2.596588 -1.639449 4.497396 -0.030 -0.001 -0.016
O -2.562199 -1.807070 0.085259 -0.083 0.040 -0.173
C -2.043119 -2.090950 -0.947557 -0.194 -0.239 0.093
O -0.711359 -1.934829 -1.182646 0.329 -0.113 0.298
C -2.759771 -2.651784 -2.175952 0.135 0.231 -0.060
N -1.763272 -3.043158 -3.199182 -0.041 -0.016 0.055
C -2.029877 -2.261856 -4.426011 -0.055 0.114 -0.006
C -3.495604 -1.855652 -4.329684 0.056 -0.054 0.121
C -3.626812 -1.557433 -2.835976 -0.109 -0.053 -0.087
H -3.372637 -3.493171 -1.854694 0.052 -0.037 0.027
H -1.806941 -4.034778 -3.383170 0.000 -0.021 -0.007
H -0.593419 -2.351640 -2.085471 0.050 0.122 -0.029
H -1.778684 -2.843641 -5.311009 0.028 0.001 0.010
H -1.408916 -1.361780 -4.412553 0.033 -0.031 -0.061
H -4.140871 -2.689896 -4.615950 -0.011 0.012 -0.015
H -3.740072 -0.994775 -4.949759 0.001 -0.007 -0.018
H -4.652823 -1.581883 -2.476910 0.023 0.017 0.065
H -3.209246 -0.572507 -2.622216 -0.009 0.029 0.032
```
Forces are in eV/Å.

Here is what Mulliken gives for the atomic charges, in e: -0.39 -0.46 -0.66 -0.10 0.02 -0.10 -0.81 -0.31 0.72 -0.07 -0.77 -0.60 -0.66 -0.46 1.25 -0.32 -0.87 -1.17 -0.61 -0.25 0.38 0.39 0.35 0.42 0.40 0.50 0.39 0.40 0.38 0.31 0.42 0.38 0.42 0.31 -1.20 0.85 -1.30 -1.37 0.22 -0.78 -0.97 -0.96 -0.38 1.70 0.38 0.08 0.31 0.32 0.33 0.39 0.41 0.37 0.44 0.40 0.57 0.97 -0.98 -0.12 -1.06 -0.86 -0.11 0.48 0.37 0.29 0.28 0.31 0.31 0.31 0.37 0.30 0.14 -0.49 -0.26 0.36 0.31 -0.52 -0.41 -0.79 -0.21 0.49 0.27 0.20 0.49 -0.05 0.28 0.42 0.48 -0.24

2 unconnected molecules or ions with the total composition C4H12N2O2 at a distorted geometry, computed with ωB97M-V/def2-TZVPD.

Orbital gap   10.2 eV
Energy relative to the best compared isomer or geometry (same formula, charge and spin)   72.2 kcal/mol
Structure (SMILES)   CCC(=O)NCN.O

```
20
Properties=species:S:1:pos:R:3:forces:R:3
C -0.336442 -0.514727 -2.189872 -0.395 1.080 5.385
C -0.182776 -1.080443 -0.704209 2.715 -0.614 -1.479
C 0.276708 0.029717 0.243668 -0.232 -1.095 1.123
O 1.439662 0.257732 0.610760 -1.039 -0.340 -1.248
N -0.697315 0.743895 0.915754 -0.083 -1.237 -0.206
C -2.184888 0.623525 1.129304 2.909 5.807 -1.376
N -2.698954 1.392716 -0.083520 0.604 -0.137 0.068
H -1.266209 -0.061315 -2.183880 -1.687 0.999 -1.009
H 0.448225 0.086327 -2.489905 1.538 2.156 0.219
H -0.165273 -1.237917 -2.814348 -0.315 -4.608 -3.589
H -1.087754 -1.597369 -0.317869 0.507 0.486 -0.428
H 0.690651 -1.864857 -0.819078 -1.697 1.510 0.821
H -0.198486 0.989567 1.707426 0.736 1.373 2.054
H -2.409044 -0.369303 1.354772 -1.343 -1.405 -0.108
H -2.317242 1.405136 2.005766 -0.172 -2.208 -1.394
H -1.920237 2.154011 -0.284424 -2.213 -2.338 0.470
H -2.771650 0.765549 -0.906566 0.190 0.702 0.737
O 3.773404 -1.288896 0.321787 -1.116 0.803 0.077
H 3.087144 -0.575196 0.385065 0.082 -1.044 0.012
H 4.543604 -0.750034 0.203682 1.011 0.111 -0.129
```
Forces are in eV/Å.

Here is what Mulliken gives for the atomic charges, in e: -1.28 -0.31 0.48 -0.77 -0.22 -0.44 -0.66 0.25 0.40 0.46 0.25 0.27 0.18 0.37 0.30 0.33 0.28 -0.63 0.43 0.31

2 unconnected molecules or ions with the total composition C2H2F2O4S2 at a distorted geometry, computed with ωB97M-V/def2-TZVPD.

Orbital gap   6.4 eV
Charge   -2
Energy relative to the best compared isomer or geometry (same formula, charge and spin)   29.8 kcal/mol

```
12
Properties=species:S:1:pos:R:3:forces:R:3
C -0.906759 -0.392497 -0.063609 2.885 3.334 -4.340
C 0.949682 0.596380 -0.004438 -3.309 -2.719 -0.236
O -3.143569 0.481637 -1.127594 0.752 0.257 1.042
O 2.328873 -1.704409 -0.670356 0.232 1.218 0.773
O -2.995201 0.099394 1.347715 -0.249 0.029 0.337
O 3.535411 0.079298 0.702096 0.122 -0.104 -0.477
F 1.137606 1.194329 -1.190576 0.342 -0.051 -0.547
F 0.794335 1.599539 0.868526 0.378 0.216 0.737
S -2.345668 0.745636 0.160288 -0.351 -0.588 -1.024
S 2.323766 -0.771195 0.521324 -0.965 -0.126 -0.287
H -0.758717 -1.140521 0.603558 0.093 -2.108 2.324
H -0.919761 -0.787592 -1.146937 0.070 0.640 1.697
```
Forces are in eV/Å.

Here is what Mulliken gives for the atomic charges, in e: -0.79 0.38 -0.69 -0.62 -0.67 -0.64 -0.27 -0.26 0.43 0.42 0.46 0.25